No. 1
{"formula": "C5H9N2", "method": "ωB97M-V/def2-TZVPD", "homo_energy_ev": -14.2, "spin_multiplicity": 1, "smiles": "C=CCN=[N+]1CC1", "lumo_energy_ev": -5.37, "orbital_gap_ev": 8.791, "charge": 1, "symbols": ["C", "C", "C", "N", "N", "C", "C", "H", "H", "H", "H", "H", "H", "H", "H", "H"], "xyz": [[-3.01779, -0.17699, -0.17116], [-1.74783, -0.29346, 0.14844], [-0.79444, 1.01839, 0.08884], [0.66861, 1.28214, -0.01588], [1.45609, 0.36247, -0.02422], [2.79811, -0.03890, -0.06339], [1.67396, -1.03657, -0.00696], [-3.67588, -1.02585, -0.09290], [-3.45962, 0.74787, -0.50184], [-1.28941, -1.21040, 0.48605], [-1.19148, 1.66598, -0.70344], [-1.02030, 1.58345, 1.00681], [3.39835, 0.14584, 0.82100], [3.34019, 0.12402, -0.98889], [1.39758, -1.58449, -0.89906], [1.46386, -1.56351, 0.91660]], "forces_ev_per_a": [[0.0, 0.0, 0.0], [2.8, 1.2, -0.3], [-1.5, 0.0, 0.2], [-1.1, -0.5, 0.0], [-1.2, 0.2, 0.1], [1.6, 0.1, -0.1], [-0.2, -1.3, 0.0], [-0.1, -0.1, 0.1], [0.0, 0.2, -0.1], [-0.2, -0.2, 0.1], [0.1, 0.0, 0.1], [0.2, 0.1, -0.1], [-0.2, 0.0, 0.1], [-0.2, 0.0, -0.1], [0.0, 0.1, -0.1], [0.0, 0.2, 0.1]], "mulliken_charge": [-0.809, 0.042, -0.373, -0.461, 0.589, -0.286, -0.429, 0.274, 0.249, 0.305, 0.383, 0.355, 0.275, 0.274, 0.296, 0.315]}

=====

No. 2
{"formula": "C37H42MnN4P2", "method": "ωB97M-V/def2-TZVPD", "homo_energy_ev": [-5.6, -6.2], "spin_multiplicity": 6, "lumo_energy_ev": [-1.75, -1.63], "orbital_gap_ev": [3.814, 4.613], "s2": 9.1380, "symbols": ["Mn", "C", "C", "C", "C", "C", "C", "C", "C", "C", "H", "H", "H", "H", "H", "H", "H", "H", "H", "H", "H", "H", "H", "H", "H", "P", "P", "N", "N", "N", "N", "C", "C", "C", "C", "C", "C", "C", "C", "C", "C", "C", "C", "C", "C", "C", "C", "C", "C", "H", "H", "H", "H", "H", "H", "H", "H", "H", "H", "H", "H", "H", "H", "H", "H", "H", "H", "H", "H", "C", "C", "C", "C", "C", "C", "C", "C", "C", "C", "H", "H", "H", "H", "H", "H", "H"], "xyz": [[1.54151, 0.11730, -1.04564], [0.78882, 2.43846, 3.73635], [0.85339, 1.29052, 3.06968], [-0.15229, 0.41694, 2.38183], [-0.60476, 0.94002, 0.96210], [-1.20650, 2.29922, 1.04594], [-1.54968, 3.09330, 2.07784], [-1.73792, 2.63457, 3.46828], [-0.48709, 3.00591, 4.32167], [1.64397, 2.07197, -2.41400], [1.72419, 2.88924, 4.07183], [1.82228, 0.86163, 2.98347], [-1.05282, 0.17020, 2.97170], [0.23273, -0.62205, 2.26898], [0.30362, 0.87412, 0.26206], [-1.35114, 0.23188, 0.58018], [-1.38851, 2.68696, 0.05335], [-1.56206, 4.18592, 1.92039], [-1.70529, 1.56223, 3.48605], [-2.73622, 2.82209, 3.88315], [-0.47660, 4.09964, 4.48411], [-0.56049, 2.49915, 5.30157], [1.34898, 2.53093, -1.47178], [0.84834, 2.00822, -3.13847], [2.50537, 2.66700, -2.80870], [-1.34462, -0.56162, -2.37972], [1.01474, -2.50957, -0.09688], [-3.09530, -0.24045, -1.96781], [-1.86612, -1.23888, -3.92176], [-0.22991, -3.34165, 0.93121], [1.87995, -4.23404, -0.25724], [-1.38165, -2.07710, -1.42615], [-0.03987, -2.80835, -1.53390], [-3.64803, 1.01766, -2.08270], [-5.03076, 0.96282, -1.88763], [-5.34884, -0.40945, -1.62115], [-4.14448, -1.13380, -1.65064], [-1.46959, -0.72193, -5.15572], [-2.02974, -1.47760, -6.17857], [-2.85053, -2.47461, -5.55313], [-2.68574, -2.34187, -4.17673], [-0.09019, -3.20088, 2.30345], [-1.18665, -3.79607, 2.92435], [-1.99836, -4.35908, 1.91433], [-1.40633, -4.04597, 0.68542], [1.53289, -5.48051, 0.30323], [2.19703, -6.50502, -0.37740], [2.98403, -5.87273, -1.39393], [2.74747, -4.50427, -1.31270], [-2.15252, -2.76809, -1.74965], [-1.69257, -1.77914, -0.42836], [-0.24925, -3.90872, -1.63726], [0.53128, -2.51899, -2.44883], [-3.01360, 1.85361, -2.26200], [-5.74041, 1.77908, -1.85372], [-6.32796, -0.85025, -1.41226], [-3.95427, -2.17420, -1.37775], [-0.78118, 0.11446, -5.19269], [-1.85687, -1.34960, -7.25083], [-3.48505, -3.19085, -6.05071], [-3.00434, -2.98803, -3.38481], [0.73474, -2.65190, 2.72707], [-1.38062, -3.76945, 3.99406], [-2.91881, -4.89554, 2.05966], [-1.80758, -4.15608, -0.31008], [0.78896, -5.55163, 1.08594], [2.06425, -7.55691, -0.18518], [3.61174, -6.37612, -2.10422], [3.08833, -3.69878, -1.94565], [2.70121, 5.91361, 2.73922], [1.53000, 5.62373, 1.98553], [1.53826, 4.65126, 0.99336], [2.72021, 3.89515, 0.75733], [2.79128, 2.81385, -0.10907], [3.91016, 2.13087, -0.41307], [5.12609, 2.43832, 0.28358], [5.13474, 3.43816, 1.22957], [3.94725, 4.18671, 1.50322], [3.88383, 5.20974, 2.48628], [2.64027, 6.71163, 3.50108], [0.58529, 6.13829, 2.16965], [0.66475, 4.41318, 0.36639], [3.96026, 1.38411, -1.20693], [6.04060, 1.90340, 0.05498], [6.03267, 3.68618, 1.79917], [4.78761, 5.47849, 3.04682]], "forces_ev_per_a": [[1.3, 2.7, -1.2], [-0.7, -0.1, 0.5], [0.3, -0.2, -0.1], [-0.8, -1.3, -0.6], [-0.2, -1.2, 1.9], [-0.1, 1.0, -0.8], [0.3, -0.3, -0.8], [1.2, -0.8, 0.9], [-0.8, 0.5, 0.1], [-0.2, -0.4, -0.1], [-0.2, -0.1, -0.1], [1.0, 0.0, -0.3], [0.3, 0.3, -0.4], [0.3, 0.8, -0.2], [-1.1, 0.9, 0.9], [0.1, -0.1, -0.1], [0.5, 0.7, -0.2], [-0.8, -0.6, -0.3], [-0.4, -0.2, -0.1], [0.4, 0.8, 0.1], [0.4, -0.5, 0.0], [-0.2, 0.5, -0.1], [-0.4, 0.5, -0.6], [-0.3, -0.4, -0.4], [-0.5, -1.1, 0.5], [-4.1, -0.5, -1.1], [-1.2, -5.7, 0.9], [-0.1, 0.5, 1.0], [1.2, -0.4, -1.0], [0.7, 1.5, 1.0], [0.3, 0.6, -0.6], [0.7, -0.2, -0.1], [0.1, -0.7, -1.4], [-1.4, -0.4, 0.2], [1.0, -0.8, 0.1], [1.5, -0.6, 0.0], [-0.4, 1.0, 0.0], [-0.1, -0.7, -0.5], [0.1, 0.5, 0.8], [0.8, 0.5, 1.1], [0.3, 0.4, -1.2], [-1.5, -0.6, 0.3], [1.2, 0.5, 0.1], [0.8, 0.6, -1.3], [-0.4, 0.0, 1.0], [0.1, 0.1, -0.5], [-0.4, 2.0, 0.2], [-0.7, 0.8, 0.5], [0.0, -0.7, 0.3], [0.0, 0.3, -0.2], [0.3, -0.1, 0.3], [0.6, 1.0, 0.2], [-0.5, -0.2, 0.4], [0.3, 0.5, -0.2], [0.3, 0.0, -0.2], [0.5, 0.3, -0.1], [-0.3, 0.6, -0.3], [-0.2, -0.1, 0.0], [-0.2, 0.1, 0.6], [0.1, -0.1, 0.1], [-0.4, 0.1, 0.0], [0.1, -0.1, 0.0], [0.1, -0.2, -0.3], [-0.1, 0.0, -0.1], [0.2, -0.4, 0.3], [0.3, 0.1, 0.0], [0.2, 0.0, 0.1], [0.1, 0.1, -0.2], [0.2, -0.1, 0.0], [0.2, -0.4, -0.3], [-0.1, -0.5, -0.6], [0.5, 0.1, 0.5], [1.6, 0.5, 1.4], [-1.7, -1.7, -0.5], [1.8, 0.2, 0.9], [-0.1, 0.5, 0.0], [-0.3, -0.1, -0.1], [-1.2, 0.3, -0.3], [-0.5, 0.8, 0.3], [0.3, -0.6, -0.5], [0.4, 0.1, 0.1], [0.4, 0.2, 0.5], [0.0, -0.1, 0.1], [0.0, -0.1, 0.0], [-0.2, -0.1, -0.2], [-0.3, -0.2, -0.2]], "lowdin_spin": [4.880, -0.001, -0.001, 0.003, 0.022, 0.000, 0.006, 0.001, 0.000, -0.151, 0.000, 0.000, 0.001, 0.001, 0.020, 0.000, 0.000, 0.000, 0.000, 0.000, 0.000, 0.000, 0.000, -0.013, -0.006, 0.050, 0.109, 0.009, 0.007, 0.022, 0.015, 0.003, 0.028, 0.001, 0.000, 0.000, 0.001, 0.001, 0.000, 0.000, 0.001, 0.002, 0.000, 0.001, 0.003, 0.002, 0.000, 0.001, 0.002, 0.000, 0.000, 0.002, 0.013, 0.000, 0.000, 0.000, 0.000, 0.000, 0.000, 0.000, 0.000, 0.001, 0.000, 0.000, 0.000, 0.000, 0.000, 0.000, 0.002, 0.001, 0.001, -0.002, -0.011, -0.050, 0.011, 0.000, 0.003, -0.002, 0.000, 0.000, 0.000, -0.001, 0.012, 0.000, 0.000, 0.000]}

=====

Table of energy relative to the best compared isomer or geometry (same formula, charge and spin) (kcal/mol), in record order: 135.7; 114.4